No. 1
ORCA calculation (ωB97M-V/def2-TZVPD) on 2 unconnected molecules or ions with the total composition C4H10NO2.

Its expectation value of S² is 0.753. As for the molar mass: 104.13 g mol⁻¹. As for the multiplicity: 2. The charge is +2. The calculated total energy comes out at -362.85092 Ha. The calculation puts the LUMO energy (alpha / beta) at -10.675 / -14.146 eV.

CARTESIAN COORDINATES (ANGSTROEM)
O1 0.637 1.464 1.703
C1 -0.537 1.466 1.549
O2 -1.015 1.598 0.268
H1 -1.287 1.323 2.330
H2 -1.951 1.334 0.232
C2 0.676 -2.064 0.161
C3 0.227 -1.229 -0.924
C4 -0.933 -1.440 -1.695
N1 0.972 0.013 -1.143
H3 0.030 -2.928 0.298
H4 1.717 -2.410 -0.013
H5 0.749 -1.470 1.095
H6 -1.102 -0.968 -2.663
H7 -1.687 -2.149 -1.365
H8 1.964 -0.077 -0.903
H9 0.579 0.764 -0.506
H10 0.906 0.362 -2.106

Atoms 1-3, force components in eV/Å:
0.583 -0.306 -0.137
-0.143 0.066 -0.103
-0.404 -0.852 -0.008



No. 2
ORCA calculation (ωB97M-V/def2-TZVPD) on 4 unconnected molecules or ions with the total composition C29H54O14Si in a non-equilibrium geometry.

As for the molar mass: 654.82 g mol⁻¹. As for the SMILES: CO[C@@H](CCCCCCOC(C)=O)[C@H](CCO[Si](C)(C)C)OC.C[C@@H]1COC(=O)O1.C[C@@H]1COC(=O)O1.C[C@@H]1COC(=O)O1. The calculated total energy comes out at -2479.97944 Ha. The calculation puts the LUMO energy at 0.568 eV.

CARTESIAN COORDINATES (ANGSTROEM)
C1 2.805 -4.075 2.735
O1 1.819 -3.343 1.925
C2 1.821 -3.801 0.513
C3 0.381 -3.651 -0.252
C4 -0.734 -4.578 0.582
C5 -2.135 -3.753 0.891
C6 -3.433 -4.331 0.023
C7 -4.087 -3.135 -0.945
C8 -5.549 -2.732 -0.299
O2 -5.343 -1.552 0.563
C9 -5.481 -0.290 -0.206
C10 -6.857 0.650 -0.105
O3 -4.499 0.156 -1.020
C11 3.109 -3.183 -0.359
C12 3.374 -1.588 -0.086
C13 2.029 -0.680 0.136
O4 2.467 0.747 -0.016
Si1 1.087 1.834 0.031
C14 1.789 3.604 -0.452
C15 0.461 1.897 1.852
C16 -0.299 1.454 -1.251
O5 3.078 -3.585 -1.772
C17 2.523 -2.553 -2.654
H1 2.374 -5.001 3.316
H2 3.197 -3.309 3.560
H3 3.756 -4.436 2.157
H4 2.046 -4.972 0.568
H5 -0.070 -2.570 -0.265
H6 0.450 -4.154 -1.320
H7 -1.039 -5.551 0.007
H8 -0.285 -4.863 1.627
H9 -2.058 -2.596 0.713
H10 -2.402 -3.886 2.043
H11 -4.257 -4.808 0.743
H12 -3.136 -5.196 -0.724
H13 -4.260 -3.588 -2.032
H14 -3.343 -2.216 -1.023
H15 -6.258 -2.496 -1.228
H16 -6.055 -3.600 0.311
H17 -7.068 1.026 -1.210
H18 -7.705 -0.039 0.327
H19 -6.632 1.553 0.630
H20 4.056 -3.744 0.109
H21 3.986 -1.528 0.938
H22 4.092 -1.073 -0.888
H23 1.183 -0.832 -0.657
H24 1.644 -0.749 1.262
H25 0.939 4.367 -0.718
H26 2.451 3.924 0.472
H27 2.551 3.418 -1.348
H28 1.391 1.796 2.564
H29 -0.292 1.051 2.151
H30 -0.053 2.950 1.999
H31 -0.912 0.469 -1.003
H32 -1.047 2.352 -1.422
H33 0.225 1.253 -2.298
H34 3.268 -1.646 -2.868
H35 2.382 -3.071 -3.720
H36 1.450 -2.168 -2.357
C18 4.113 7.355 1.388
C19 3.693 7.743 -0.017
C20 2.709 8.872 -0.065
O6 2.041 8.638 -1.290
C21 2.115 7.292 -1.520
O7 1.491 6.703 -2.385
O8 2.971 6.692 -0.639
H37 3.243 7.186 2.029
H38 4.679 6.418 1.372
H39 4.734 8.135 1.840
H40 4.579 7.950 -0.630
H41 3.197 9.853 -0.067
H42 1.969 8.847 0.745
C22 0.045 -9.458 5.157
C23 0.978 -9.018 4.045
C24 2.175 -8.255 4.527
O9 2.507 -7.471 3.397
C25 1.344 -7.282 2.701
O10 1.212 -6.503 1.775
O11 0.347 -8.075 3.195
H43 -0.221 -8.619 5.807
H44 -0.891 -9.842 4.739
H45 0.506 -10.241 5.768
H46 1.266 -9.882 3.433
H47 3.007 -8.911 4.804
H48 1.960 -7.581 5.366
C26 -2.275 6.004 -4.348
C27 -2.325 7.469 -4.734
C28 -1.225 8.292 -4.134
O12 -1.799 9.584 -4.101
C29 -3.152 9.405 -4.011
O13 -3.952 10.292 -3.776
O14 -3.485 8.095 -4.208
H49 -2.199 5.882 -3.263
H50 -3.194 5.496 -4.657
H51 -1.421 5.504 -4.815
H52 -2.357 7.569 -5.826
H53 -0.316 8.284 -4.744
H54 -0.966 8.000 -3.108

Atoms 1-3, force components in eV/Å:
0.924 0.416 1.418
1.123 -1.290 -1.188
0.607 -1.587 -1.278



No. 3
ORCA calculation (ωB97M-V/def2-TZVPD) on 2 unconnected molecules or ions with the total composition C2H7S in a non-equilibrium geometry.

As for the molar mass: 63.15 g mol⁻¹. The charge is -1. The calculated total energy comes out at -478.58371 Ha. The calculation puts the LUMO energy at 4.417 eV.

CARTESIAN COORDINATES (ANGSTROEM)
C1 1.347 -1.904 -0.849
H1 1.604 -1.680 0.181
H2 2.194 -2.490 -1.261
H3 0.426 -2.479 -0.863
H4 1.311 -0.982 -1.400
C2 -1.009 1.603 -0.359
S1 -0.281 0.290 0.779
H5 -1.675 1.129 -1.074
H6 -0.126 2.015 -0.864
H7 -1.581 2.346 0.197

Atoms 1-3, force components in eV/Å:
1.345 -0.899 0.001
-0.180 0.175 -0.001
-0.388 -0.129 -0.010



No. 4
ORCA calculation (ωB97M-V/def2-TZVPD) on a molecular structure, C26H44BrN3P2STi in a non-equilibrium geometry.

Its expectation value of S² is 2.013. As for the molar mass: 620.45 g mol⁻¹. As for the multiplicity: 3. The charge is +2. The calculated total energy comes out at -5685.09249 Ha. The calculation puts the LUMO energy (alpha / beta) at -5.464 / -9.543 eV.

CARTESIAN COORDINATES (ANGSTROEM)
N1 -5.991 2.213 -2.900
C1 -5.827 2.631 -1.644
C2 -4.636 2.407 -0.943
C3 -3.567 1.758 -1.578
C4 -3.714 1.409 -2.927
C5 -4.959 1.670 -3.550
C6 -2.280 1.573 -0.787
Ti1 -0.859 0.368 -0.113
P1 3.333 -0.918 0.204
C7 -0.932 1.872 -1.292
C8 0.022 2.722 -0.477
C9 1.403 2.414 -0.360
C10 2.272 3.206 0.409
C11 1.848 4.443 0.942
C12 0.518 4.835 0.668
C13 -0.391 3.980 0.047
Br1 2.918 5.428 2.033
H1 -2.487 1.941 0.232
H2 -0.759 1.795 -2.368
H3 -4.560 2.743 0.086
H4 -2.929 0.940 -3.522
H5 -6.650 3.150 -1.152
H6 -5.106 1.418 -4.610
H7 1.801 1.507 -0.853
H8 -1.449 4.256 -0.045
H9 3.282 2.840 0.615
H10 0.189 5.831 0.977
P2 -1.382 -2.054 -0.397
C14 4.580 0.468 0.365
C15 6.065 0.055 0.291
H11 4.416 0.954 1.342
H12 4.370 1.244 -0.395
H13 6.688 0.954 0.432
H14 6.320 -0.653 1.093
H15 6.337 -0.409 -0.669
C16 2.991 -0.704 -1.604
C17 3.931 -1.574 -2.458
H16 3.142 0.346 -1.883
H17 1.944 -0.952 -1.807
H18 3.509 -1.721 -3.460
H19 4.911 -1.099 -2.580
H20 4.098 -2.564 -2.018
C18 2.215 -0.473 1.604
C19 2.748 -0.993 2.958
H21 1.207 -0.870 1.397
H22 2.124 0.619 1.621
H23 1.933 -1.309 3.624
H24 3.406 -1.860 2.812
H25 3.325 -0.213 3.472
C20 -0.959 -2.793 1.219
C21 -1.350 -4.268 1.358
H26 -1.461 -2.189 1.995
H27 0.124 -2.665 1.380
H28 -2.439 -4.390 1.384
H29 -0.945 -4.889 0.549
H30 -0.950 -4.652 2.306
C22 -0.278 -2.887 -1.600
C23 -0.483 -2.364 -3.021
H31 -0.473 -3.966 -1.535
H32 0.756 -2.724 -1.257
H33 -1.471 -2.656 -3.404
H34 -0.406 -1.267 -3.084
H35 0.286 -2.775 -3.688
C24 -3.104 -2.524 -0.786
C25 -4.154 -1.587 -0.168
H36 -3.261 -3.563 -0.454
H37 -3.188 -2.512 -1.885
H38 -4.092 -0.567 -0.586
H39 -5.159 -1.974 -0.403
H40 -4.068 -1.516 0.929
N2 0.505 1.269 3.547
C26 -0.489 0.381 3.395
N3 -0.626 -0.637 4.282
S1 -1.654 0.579 2.080
H41 1.118 1.245 4.352
H42 0.570 2.041 2.885
H43 -1.417 -1.265 4.140
H44 -0.302 -0.509 5.238

Atoms 1-3, force components in eV/Å:
-0.080 0.430 -0.392
0.883 -0.619 0.079
-0.358 -0.128 -0.445



No. 5
ORCA calculation (ωB97M-V/def2-TZVPD) on 3 unconnected molecules or ions with the total composition C24H55ClN4O8P.

As for the molar mass: 594.15 g mol⁻¹. The charge is +1. The calculated total energy comes out at -2569.77292 Ha. The calculation puts the LUMO energy at -2.998 eV.

CARTESIAN COORDINATES (ANGSTROEM)
C1 1.626 1.891 -1.052
C2 2.695 1.534 -2.087
C3 3.268 2.790 -2.752
C4 2.084 0.574 -3.115
C5 1.791 -0.832 -2.536
C6 2.633 -1.879 -3.279
C7 0.339 -1.289 -2.568
O1 -0.478 -0.760 -1.503
C8 -1.452 0.141 -1.829
C9 -1.784 0.848 -0.513
N1 -3.189 1.419 -0.444
C10 -4.264 0.611 -1.147
Cl1 -4.372 -0.864 -0.126
C11 -5.639 1.315 -1.079
C12 -6.556 0.926 -2.250
O2 -6.922 -0.217 -2.305
N2 -6.813 1.860 -3.225
C13 -7.504 1.313 -4.397
C14 -7.394 3.142 -2.805
C15 -3.735 0.175 -2.523
C16 -3.562 1.243 -3.638
P1 -3.143 2.996 -3.576
O3 -2.974 3.540 -4.915
O4 -4.229 3.729 -2.649
O5 -1.850 3.099 -2.607
O6 -2.563 -0.580 -2.340
H1 2.055 2.182 -0.090
H2 1.022 2.720 -1.434
H3 0.994 1.021 -0.866
H4 3.518 1.009 -1.590
H5 2.688 3.049 -3.643
H6 4.304 2.653 -3.062
H7 3.237 3.649 -2.077
H8 2.794 0.462 -3.940
H9 1.192 1.042 -3.551
H10 2.105 -0.826 -1.486
H11 3.694 -1.728 -3.073
H12 2.361 -2.900 -3.007
H13 2.497 -1.779 -4.359
H14 0.308 -2.368 -2.413
H15 -0.142 -1.090 -3.532
H16 -1.117 0.858 -2.587
H17 -1.098 1.682 -0.379
H18 -1.673 0.170 0.330
H19 -3.457 1.394 0.544
H20 -3.202 2.398 -0.733
H21 -5.540 2.391 -0.942
H22 -6.138 0.919 -0.196
H23 -8.569 1.156 -4.209
H24 -7.385 2.017 -5.222
H25 -7.062 0.357 -4.673
H26 -7.150 3.915 -3.532
H27 -8.480 3.049 -2.723
H28 -7.005 3.458 -1.840
H29 -4.479 -0.539 -2.877
H30 -4.478 1.271 -4.232
H31 -2.788 0.852 -4.308
H32 -3.831 4.346 -2.020
H33 -1.243 3.776 -2.954
C17 0.596 -0.558 4.293
C18 0.903 -0.815 2.822
C19 2.392 -0.766 2.471
O7 2.930 0.543 2.398
C20 3.340 1.102 3.634
N3 0.122 0.117 1.995
H34 0.686 0.500 4.541
H35 -0.426 -0.860 4.522
H36 1.273 -1.119 4.939
H37 0.564 -1.828 2.584
H38 2.514 -1.181 1.465
H39 2.984 -1.387 3.152
H40 3.749 0.332 4.295
H41 2.523 1.615 4.148
H42 4.121 1.829 3.417
H43 0.249 -0.136 1.018
H44 0.565 1.029 2.083
C21 6.082 -4.819 6.099
C22 4.756 -4.079 6.234
C23 3.959 -3.983 4.928
O8 4.455 -3.037 3.997
C24 5.526 -3.480 3.184
N4 4.998 -2.775 6.852
H45 6.838 -4.194 5.622
H46 6.459 -5.087 7.084
H47 5.972 -5.733 5.513
H48 4.127 -4.649 6.925
H49 2.947 -3.646 5.170
H50 3.874 -4.968 4.450
H51 5.427 -4.544 2.946
H52 6.497 -3.310 3.653
H53 5.488 -2.906 2.258
H54 4.117 -2.325 7.078
H55 5.446 -2.171 6.170

Atoms 1-3, force components in eV/Å:
0.254 -0.103 0.169
-0.153 0.038 -0.019
-0.057 -0.002 -0.033



No. 6
ORCA calculation (ωB97M-V/def2-TZVPD) on 4 unconnected molecules or ions with the total composition ClN3O13 in a non-equilibrium geometry.

As for the molar mass: 285.46 g mol⁻¹. The charge is -4. The calculated total energy comes out at -1601.72095 Ha. The calculation puts the LUMO energy at 9.122 eV.

CARTESIAN COORDINATES (ANGSTROEM)
N1 -2.238 4.317 0.399
O1 -3.517 4.344 0.436
O2 -1.621 5.196 1.087
O3 -1.639 3.435 -0.216
N2 -1.931 -0.350 -3.411
O4 -2.453 -1.387 -2.891
O5 -1.440 0.477 -2.606
O6 -1.935 -0.121 -4.653
N3 1.289 0.795 0.401
O7 0.173 1.142 -0.123
O8 1.272 0.390 1.597
O9 2.342 1.140 -0.205
Cl1 2.349 -3.853 2.003
O10 1.360 -4.788 1.484
O11 3.546 -3.956 1.229
O12 1.756 -2.561 2.109
O13 2.687 -4.220 3.360

Atoms 1-3, force components in eV/Å:
-0.241 -0.410 0.617
0.392 0.119 -0.255
-0.056 -0.117 -0.493



No. 7
ORCA calculation (ωB97M-V/def2-TZVPD) on a molecular structure, C15H10Co2NO6 in a non-equilibrium geometry.

As for the molar mass: 418.11 g mol⁻¹. The charge is -1. The calculated total energy comes out at -3849.30029 Ha. The calculation puts the LUMO energy at 2.901 eV.

CARTESIAN COORDINATES (ANGSTROEM)
N1 2.178 -0.102 1.628
C1 0.816 -0.124 1.744
C2 0.091 1.091 1.809
C3 -1.305 1.066 1.825
C4 -1.997 -0.154 1.795
C5 -1.279 -1.361 1.773
C6 0.115 -1.354 1.729
H1 2.685 -0.977 1.579
H2 2.697 0.715 1.923
H3 0.642 2.034 1.814
H4 -1.857 2.008 1.866
H5 -3.089 -0.166 1.816
H6 -1.811 -2.315 1.792
H7 0.687 -2.285 1.679
O1 1.487 -0.238 -5.008
C7 2.561 -0.532 -4.700
Co1 4.184 -1.018 -4.272
C8 3.728 -2.626 -3.684
O2 3.384 -3.695 -3.413
C9 4.728 -1.155 -5.939
O3 5.070 -1.272 -7.036
C10 4.332 0.440 -2.962
C11 4.188 0.204 -1.609
C12 3.545 0.444 -0.448
Co2 5.618 -0.646 -2.292
C13 5.332 -2.138 -1.398
O4 5.197 -3.122 -0.806
C14 6.945 -0.051 -1.275
O5 7.792 0.319 -0.581
C15 6.522 -1.354 -3.737
O6 7.438 -1.736 -4.339
H8 4.300 1.449 -3.390
H9 4.107 0.311 0.477
H10 2.513 0.801 -0.429

Atoms 1-3, force components in eV/Å:
-0.471 -0.384 1.425
-0.359 0.006 0.021
-0.208 -0.455 -0.036



No. 8
ORCA calculation (ωB97M-V/def2-TZVPD) on C5H8N2O in the gas phase in a non-equilibrium geometry.

As for the molar mass: 112.13 g mol⁻¹. As for the SMILES: CC1=NN2[C@H](C)[C@H]2O1. The calculated total energy comes out at -379.92207 Ha. The calculation puts the LUMO energy at 1.042 eV.

CARTESIAN COORDINATES (ANGSTROEM)
C1 0.337 -0.066 1.478
C2 -0.576 -0.290 -1.272
C3 -0.243 1.198 -0.228
C4 0.697 -0.449 2.864
C5 -0.776 -0.181 -2.775
N1 1.003 -0.558 0.559
N2 0.721 0.100 -0.660
O1 -0.448 1.026 1.131
H1 -1.129 -0.986 -0.616
H2 0.015 2.292 -0.573
H3 0.067 -0.209 3.619
H4 1.665 0.086 2.994
H5 1.068 -1.445 2.815
H6 -1.597 0.453 -2.993
H7 -1.059 -1.169 -3.076
H8 0.256 0.199 -3.268

Atoms 1-3, force components in eV/Å:
-0.365 1.365 0.792
0.532 3.507 2.815
0.901 -1.921 -3.487



The highest calculated total energy belongs to which entry?
C4H10NO2



Which of these has the lowest calculated total energy?
C26H44BrN3P2STi



Repeat the third record exactly.
ORCA calculation (ωB97M-V/def2-TZVPD) on 2 unconnected molecules or ions with the total composition C2H7S in a non-equilibrium geometry.

As for the molar mass: 63.15 g mol⁻¹. The charge is -1. The calculated total energy comes out at -478.58371 Ha. The calculation puts the LUMO energy at 4.417 eV.

CARTESIAN COORDINATES (ANGSTROEM)
C1 1.347 -1.904 -0.849
H1 1.604 -1.680 0.181
H2 2.194 -2.490 -1.261
H3 0.426 -2.479 -0.863
H4 1.311 -0.982 -1.400
C2 -1.009 1.603 -0.359
S1 -0.281 0.290 0.779
H5 -1.675 1.129 -1.074
H6 -0.126 2.015 -0.864
H7 -1.581 2.346 0.197

Atoms 1-3, force components in eV/Å:
1.345 -0.899 0.001
-0.180 0.175 -0.001
-0.388 -0.129 -0.010



Among the records above, which one has the highest molar mass?
C29H54O14Si